--- 1 ---
The following is a quantum chemistry calculation of C4H5NO2 in the gas phase, from the Open Molecules 2025 dataset.

Computed properties:
LUMO: 0.03084 Ha
HOMO-LUMO gap: 0.311 Eh
SMILES: Nc1cc(O)co1
net charge: 0
spin multiplicity: 1

Each line ends with the natural charge from an NBO analysis.
CARTESIAN COORDINATES (ANGSTROEM)
N1 0.86 -1.65 -1.34  -0.81
C1 0.28 -0.72 -0.49  0.49
C2 0.60 0.56 -0.16  -0.46
C3 -0.47 0.99 0.71  0.24
O1 -0.61 2.18 1.35  -0.66
C4 -1.35 -0.03 0.81  -0.05
O2 -0.87 -1.11 0.09  -0.42
H1 0.70 -2.61 -1.04  0.39
H2 1.83 -1.48 -1.54  0.38
H3 1.43 1.15 -0.54  0.22
H4 -0.05 2.84 0.92  0.48
H5 -2.35 -0.12 1.22  0.21

=====

--- 2 ---
The following is a quantum chemistry calculation of C4H5NO2 in the gas phase, from the Open Molecules 2025 dataset.

Computed properties:
LUMO: 0.02350 Ha
HOMO-LUMO gap: 0.386 Eh
SMILES: CC1=NCOC1=O
net charge: 0
spin multiplicity: 1

Each line ends with the natural charge from an NBO analysis.
CARTESIAN COORDINATES (ANGSTROEM)
C1 -1.42 1.24 -0.10  -0.68
C2 -0.38 0.23 -0.17  0.21
N1 -0.41 -0.97 -0.53  -0.42
C3 0.76 -1.65 -0.22  0.07
O1 1.79 -0.66 0.06  -0.50
C4 1.20 0.52 0.35  0.74
O2 1.62 1.49 0.90  -0.55
H1 -2.13 0.99 0.70  0.25
H2 -1.88 1.26 -1.04  0.24
H3 -0.82 2.15 0.24  0.25
H4 0.45 -2.28 0.66  0.19
H5 1.24 -2.32 -0.85  0.20

=====

--- 3 ---
The following is a quantum chemistry calculation of 2 unconnected molecules or ions with the total composition C4H5NO2, from the Open Molecules 2025 dataset.

Computed properties:
LUMO (alpha / beta): -0.05778 / -0.02172 Ha
HOMO-LUMO gap (alpha / beta): 0.258 / 0.295 Eh
net charge: 0
spin multiplicity: 1

Each line ends with the natural charge from an NBO analysis.
CARTESIAN COORDINATES (ANGSTROEM)
C1 0.61 1.56 0.71  -0.26
C2 0.41 0.47 1.53  -0.24
C3 0.43 1.26 -0.56  -0.12
C4 0.01 -0.55 0.70  -0.13
N1 0.29 -0.11 -0.56  -0.15
O1 -1.51 -2.05 -1.31  -0.34
O2 -0.95 -1.09 -2.02  -0.11
H1 0.91 2.57 1.02  0.22
H2 0.62 0.61 2.60  0.23
H3 0.41 1.85 -1.51  0.23
H4 -0.25 -1.66 0.91  0.22
H5 -0.98 -2.85 -1.51  0.46

=====

--- 4 ---
The following is a quantum chemistry calculation of C4H5NO2 in the gas phase, from the Open Molecules 2025 dataset.

Computed properties:
LUMO: -0.01384 Ha
HOMO-LUMO gap: 0.364 Eh
SMILES: N#C[C@H](O)CC=O
net charge: 0
spin multiplicity: 1

Each line ends with the natural charge from an NBO analysis.
CARTESIAN COORDINATES (ANGSTROEM)
N1 1.33 -0.04 2.32  -0.33
C1 0.68 0.06 1.38  0.07
C2 -0.60 -0.69 0.28  0.23
O1 -0.54 -2.03 0.30  -0.64
C3 -0.23 0.07 -0.94  -0.56
C4 0.28 1.45 -0.32  0.43
O2 -0.47 2.24 0.20  -0.50
H1 -1.49 -0.33 0.78  0.23
H2 0.28 -2.36 -0.11  0.49
H3 0.61 -0.39 -1.47  0.22
H4 -1.07 0.28 -1.60  0.24
H5 1.23 1.73 -0.81  0.14

=====

Least stable: 3

=====

--- 1 ---
The following is a quantum chemistry calculation of 2 unconnected molecules or ions with the total composition C4H5NO2, from the Open Molecules 2025 dataset.

Computed properties:
LUMO: 0.01702 Ha
HOMO-LUMO gap: 0.335 Eh
net charge: 0
spin multiplicity: 1

Each line ends with the natural charge from an NBO analysis.
CARTESIAN COORDINATES (ANGSTROEM)
N1 0.98 0.27 1.39  -0.75
C1 0.25 0.02 0.31  0.24
C2 0.77 -0.11 -1.02  -0.53
C3 -0.58 0.88 -0.55  0.18
O1 -1.70 0.38 -0.93  -0.66
C4 -1.57 -1.13 0.30  0.58
O2 -2.26 -2.04 0.15  -0.52
H1 1.86 -0.21 1.52  0.39
H2 0.53 0.64 2.22  0.40
H3 1.83 0.10 -1.18  0.21
H4 0.30 -0.76 -1.74  0.26
H5 -0.42 1.96 -0.47  0.18

=====

--- 2 ---
The following is a quantum chemistry calculation of a molecular structure, C4H5NO2, from the Open Molecules 2025 dataset.

Computed properties:
LUMO: 0.03294 Ha
HOMO-LUMO gap: 0.378 Eh
net charge: 0
spin multiplicity: 1

Each line ends with the natural charge from an NBO analysis.
CARTESIAN COORDINATES (ANGSTROEM)
N1 0.52 1.22 1.07  -0.81
C1 0.12 0.36 0.02  -0.07
C2 -1.12 0.60 -0.75  -0.36
C3 -0.78 -0.85 0.19  -0.03
O1 0.06 -1.69 -0.60  -0.49
C4 1.05 -0.70 -0.54  0.77
O2 2.22 -0.82 -0.72  -0.52
H1 0.32 2.18 0.82  0.38
H2 1.51 1.12 1.25  0.38
H3 -1.86 -0.41 -0.21  0.30
H4 -1.04 0.14 -1.74  0.19
H5 -1.00 -1.16 1.21  0.26

=====

--- 3 ---
The following is a quantum chemistry calculation of C4H5NO2 in the gas phase, from the Open Molecules 2025 dataset.

Computed properties:
LUMO: 0.03256 Ha
HOMO-LUMO gap: 0.407 Eh
SMILES: OCc1ccon1
net charge: 0
spin multiplicity: 1

Each line ends with the natural charge from an NBO analysis.
CARTESIAN COORDINATES (ANGSTROEM)
O1 2.40 0.12 0.73  -0.69
C1 1.06 0.03 1.13  -0.08
C2 0.09 -0.07 -0.02  0.12
C3 -1.33 -0.05 0.05  -0.37
C4 -1.70 -0.18 -1.25  0.15
O2 -0.61 -0.25 -2.03  -0.28
N1 0.51 -0.18 -1.25  -0.14
H1 2.45 0.74 -0.01  0.48
H2 0.97 -0.87 1.74  0.20
H3 0.76 0.88 1.76  0.17
H4 -1.97 0.04 0.92  0.24
H5 -2.65 -0.23 -1.76  0.21

=====

Least stable: 2

=====

--- 1 ---
The following is a quantum chemistry calculation of C4H5NO2 in the gas phase, from the Open Molecules 2025 dataset.

Computed properties:
LUMO: 0.02614 Ha
HOMO-LUMO gap: 0.417 Eh
SMILES: O=C1CCN=CO1
net charge: 0
spin multiplicity: 1

Each line ends with the natural charge from an NBO analysis.
CARTESIAN COORDINATES (ANGSTROEM)
O1 2.07 -1.38 -0.58  -0.53
C1 1.03 -0.84 -0.37  0.80
C2 0.85 0.64 -0.15  -0.55
C3 -0.59 1.05 0.13  -0.26
N1 -1.36 0.03 0.83  -0.43
C4 -1.13 -1.15 0.46  0.38
O2 -0.15 -1.55 -0.42  -0.52
H1 1.15 0.99 -1.15  0.25
H2 1.58 1.01 0.58  0.25
H3 -1.10 1.21 -0.83  0.21
H4 -0.65 1.99 0.68  0.22
H5 -1.70 -2.00 0.82  0.18

=====

--- 2 ---
The following is a quantum chemistry calculation of a molecular structure, C4H5NO2, from the Open Molecules 2025 dataset.

Computed properties:
LUMO: 0.01635 Ha
HOMO-LUMO gap: 0.353 Eh
net charge: 0
spin multiplicity: 1

Each line ends with the natural charge from an NBO analysis.
CARTESIAN COORDINATES (ANGSTROEM)
O1 2.27 1.29 -0.19  -0.63
C1 0.97 1.35 -0.17  0.18
C2 0.27 0.07 -0.55  -0.06
C3 0.09 -0.84 0.70  -0.27
N1 -1.35 -1.11 0.75  -0.46
C4 -1.86 -0.43 -0.18  0.38
O2 -1.07 0.32 -0.99  -0.48
H1 1.74 2.26 0.20  0.50
H2 0.83 -0.41 -1.36  0.21
H3 0.66 -1.77 0.61  0.22
H4 0.41 -0.35 1.62  0.21
H5 -2.92 -0.37 -0.41  0.19

=====

Least stable: 2